Formula: C40H29BrF9N5O4PSTi
Source: OMol25
Level of theory: the ωB97M-V functional and the def2-TZVPD basis

The calculation puts the energy above the lowest of the compared OMol25 structures with the same formula, charge and spin at 18.0 kJ/mol. The calculation puts the max |F| at 3.86 eV Å⁻¹. Its net charge is 0. The expectation value of S² is 0.76. As for the spin multiplicity: 2.

The geometry in XYZ format:
```
91
C40H29BrF9N5O4PSTi | OMol25 | the ωB97M-V functional and the def2-TZVPD basis
Ti -1.06632 -0.91725 1.06544
Br -2.36281 -2.42049 4.17321
C -2.43856 -3.26263 2.47694
C -3.22498 -4.36811 2.28981
C -3.14256 -5.05050 1.06586
C -2.18175 -4.64514 0.15307
C -1.42593 -3.51773 0.42538
N -1.60756 -2.75237 1.55447
C -0.31903 -2.98408 -0.41549
O 0.08778 -3.53012 -1.42589
O 0.15710 -1.87020 0.07519
H -3.87922 -4.70167 3.07777
H -3.78607 -5.89188 0.87271
H -1.99641 -5.17671 -0.76652
N 0.63795 -0.96714 2.55443
C 0.67304 -0.16978 3.78892
C -0.15558 1.10432 3.60873
C -1.63348 0.74238 3.40875
O -2.51483 1.12460 4.13715
O -1.83500 -0.02696 2.37900
H 0.89771 -1.93634 2.74607
H 1.32818 -0.59098 1.89577
H 1.70530 0.11958 4.03737
H 0.26761 -0.75442 4.62323
H 0.18412 1.63093 2.71028
H -0.06896 1.75454 4.47945
N -4.34598 -1.14942 1.88631
C -4.96497 -1.01244 0.66878
C -6.34640 -0.96009 0.60056
C -7.02687 -0.85885 -0.60881
C -6.33291 -0.83804 -1.78781
C -4.92881 -0.92221 -1.77714
C -4.19804 -0.93327 -2.98104
C -2.83744 -1.03069 -2.92795
C -2.20927 -1.09003 -1.67857
N -2.84261 -1.07428 -0.51745
C -4.20735 -1.00256 -0.54436
H -4.96150 -1.01120 2.67735
H -3.46230 -0.65361 1.99270
H -6.90382 -0.98554 1.52465
H -8.10220 -0.78645 -0.60731
H -6.84083 -0.77703 -2.73813
H -4.72478 -0.86618 -3.92201
H -2.23488 -1.04402 -3.82080
H -1.12767 -1.12937 -1.67259
F 8.27148 0.38550 -0.17003
C 7.59750 -0.52821 -0.89603
F 8.04967 -0.41156 -2.15686
F 7.99463 -1.72711 -0.45102
C 6.11221 -0.32704 -0.80098
C 5.59120 0.90321 -1.19102
C 4.23876 1.13673 -1.05865
C 3.40800 0.15577 -0.52676
C 3.93017 -1.08456 -0.19032
C 5.28518 -1.33399 -0.32502
P 1.62120 0.49323 -0.18136
C 1.22464 0.82123 -1.93812
C 1.08935 -0.34743 -2.69019
C 0.80421 -0.28626 -4.03963
C 0.64176 0.95801 -4.63911
C 0.78747 2.12440 -3.90143
C 1.08061 2.05822 -2.55071
C 0.34197 1.04448 -6.10741
F -0.34074 -0.01892 -6.56127
F -0.38434 2.12464 -6.42880
F 1.46518 1.11096 -6.85033
C 1.90909 2.06698 0.71886
C 2.90070 1.99094 1.70296
C 3.03452 2.96689 2.66663
C 2.15078 4.03901 2.67108
C 1.17244 4.14574 1.69096
C 1.04941 3.16255 0.72449
C 2.23894 5.08346 3.74728
F 1.02754 5.46736 4.18135
F 2.86791 6.19926 3.33312
F 2.91099 4.65441 4.82747
H 6.24552 1.66732 -1.58366
H 3.81916 2.08940 -1.34591
H 3.26833 -1.85459 0.18475
H 5.69932 -2.29213 -0.05044
H 1.20825 -1.30996 -2.20538
H 0.70395 -1.19435 -4.61755
H 0.66257 3.07956 -4.38591
H 1.19476 2.97209 -1.98888
H 3.57385 1.14414 1.71631
H 3.79990 2.88742 3.42354
H 0.48989 4.98162 1.70933
H 0.25252 3.23403 0.00171
S -2.22083 2.41681 -1.72048
C -1.53608 1.49679 -0.64485
N -0.93466 0.83734 0.14083
```